1.
This record from the Open Molecules 2025 dataset describes the ion C3H8N3S with charge +1 in a non-equilibrium geometry. The level of theory is wB97M-V/def2-TZVPD.

Properties
LUMO energy in eV: -4.4413
Multiplicity: 1
Charge: +1
Energy above the lowest of the compared OMol25 structures with the same formula, charge and spin in eV: 1.607
Frontier orbital gap in eV: 9.36

Each line ends with the Mulliken charge.
Positions of all 15 atoms, in Å:
C  -0.430  -0.937  0.142  0.46
C  -0.488  1.335  -0.390  -0.46
C  1.654  0.350  -0.111  -0.88
N  -1.760  1.250  0.327  -0.42
N  0.275  0.186  0.098  -0.01
N  -0.128  -2.235  0.224  -0.33
S  -2.490  -0.244  -0.038  0.08
H  -0.761  1.210  -1.485  0.34
H  -0.039  2.243  -0.114  0.41
H  2.134  -0.612  0.313  0.33
H  1.876  0.584  -1.155  0.32
H  1.930  1.222  0.556  0.32
H  -1.791  1.261  1.348  0.35
H  0.795  -2.657  0.296  0.23
H  -0.779  -2.956  -0.011  0.25

2.
This record from the Open Molecules 2025 dataset describes a structure of composition C40H58N3O2SbW. The level of theory is wB97M-V/def2-TZVPD.

Properties
LUMO energy (spin up / spin down) in eV: -6.8794 / -7.3983
Multiplicity: 3
Charge: +2
Energy above the lowest of the compared OMol25 structures with the same formula, charge and spin in eV: 0.060
Frontier orbital gap (spin up / spin down) in eV: 6.82 / 6.58
⟨S²⟩: 2.021

Each line ends with the Mulliken charge.
Positions of all 105 atoms, in Å:
W  -0.103  0.288  0.119  1.41
C  -2.327  3.575  0.718  -1.63
C  -0.863  3.135  0.762  1.98
C  -0.130  3.781  1.932  -2.08
C  -0.219  3.334  -0.594  0.80
C  0.540  4.466  -0.861  -0.54
C  1.006  4.708  -2.145  -1.62
C  0.710  3.835  -3.175  -0.34
C  -0.034  2.678  -2.961  0.30
C  -0.383  1.774  -4.119  1.52
C  -1.395  2.459  -5.040  -1.75
C  0.855  1.353  -4.913  -1.59
C  -0.474  2.435  -1.655  0.23
N  -1.147  1.212  -1.297  1.15
C  -2.479  0.932  -1.585  -0.12
O  -3.190  1.499  -2.369  -0.59
C  -2.949  -0.189  -0.681  0.31
C  -4.199  -0.783  -0.634  -0.63
C  -4.424  -1.748  0.347  -1.04
C  -3.437  -2.061  1.285  -1.18
C  -2.223  -1.409  1.187  0.49
N  -2.015  -0.540  0.200  0.82
C  -1.097  -1.403  2.209  -0.57
O  -0.985  -2.258  3.042  -0.58
N  -0.271  -0.281  2.017  1.96
C  0.470  0.326  3.098  0.58
C  1.785  0.767  2.827  0.44
C  2.551  1.299  3.853  -0.60
C  2.030  1.423  5.128  -1.46
C  0.708  1.100  5.346  -1.01
C  -0.123  0.585  4.349  -0.09
C  -1.595  0.507  4.760  0.19
C  -1.969  -0.720  5.594  -1.47
C  -2.613  0.819  3.666  -1.25
C  2.469  0.719  1.470  2.49
C  3.300  1.964  1.122  -1.73
C  3.299  -0.543  1.275  -1.52
H  -2.822  3.407  1.673  0.37
H  -2.890  3.074  -0.069  0.30
H  -2.360  4.644  0.503  0.47
H  -0.908  2.031  1.008  -1.05
H  -0.217  4.866  1.883  0.66
H  0.927  3.522  1.954  0.18
H  -0.578  3.464  2.874  0.25
H  0.756  5.173  -0.074  0.46
H  1.590  5.594  -2.344  0.43
H  1.057  4.059  -4.173  0.50
H  -0.853  0.876  -3.709  -0.60
H  -0.962  3.363  -5.468  0.36
H  -2.304  2.731  -4.511  0.35
H  -1.657  1.798  -5.865  0.48
H  1.220  2.170  -5.534  0.50
H  0.612  0.531  -5.586  0.42
H  1.678  1.043  -4.267  0.30
H  -4.961  -0.480  -1.338  0.68
H  -5.389  -2.231  0.409  0.53
H  -3.611  -2.760  2.091  0.71
H  3.561  1.630  3.659  0.48
H  2.633  1.821  5.930  0.44
H  0.278  1.282  6.321  0.56
H  -1.677  1.354  5.448  0.92
H  -2.005  -1.637  5.017  0.23
H  -2.948  -0.561  6.043  0.39
H  -1.256  -0.869  6.404  0.42
H  -2.765  0.015  2.946  0.29
H  -2.339  1.719  3.111  -0.11
H  -3.583  0.999  4.127  0.63
H  1.698  0.731  0.616  -1.55
H  4.299  1.865  1.547  0.58
H  2.858  2.883  1.502  0.27
H  3.419  2.052  0.041  0.38
H  3.833  -0.521  0.327  0.34
H  2.691  -1.443  1.341  0.13
H  4.033  -0.587  2.081  0.55
C  2.778  -3.236  -2.897  -1.53
C  2.543  -2.197  -1.805  0.78
C  2.898  -0.798  -2.299  -1.80
Sb  0.579  -2.235  -0.942  -1.06
C  0.553  -3.928  0.408  0.83
C  0.965  -5.200  -0.326  -1.51
C  1.452  -3.739  1.624  -1.61
C  -0.921  -2.552  -2.463  1.79
C  -1.463  -3.973  -2.538  -1.72
C  -0.454  -2.056  -3.827  -1.57
H  3.839  -3.253  -3.148  0.46
H  2.238  -2.982  -3.807  0.29
H  2.499  -4.245  -2.602  0.33
H  3.169  -2.447  -0.941  0.54
H  2.428  -0.598  -3.263  0.50
H  3.976  -0.711  -2.438  0.52
H  2.596  0.010  -1.610  0.12
H  -0.493  -3.995  0.723  0.27
H  2.020  -5.169  -0.596  0.33
H  0.378  -5.411  -1.218  0.27
H  0.840  -6.043  0.355  0.50
H  2.502  -3.694  1.330  0.41
H  1.345  -4.611  2.269  0.51
H  1.207  -2.868  2.227  0.16
H  -1.727  -1.900  -2.112  -0.65
H  -0.725  -4.662  -2.949  0.36
H  -2.321  -3.989  -3.212  0.41
H  -1.796  -4.355  -1.573  0.43
H  0.195  -2.788  -4.307  0.41
H  0.079  -1.105  -3.784  0.20
H  -1.319  -1.918  -4.479  0.49

3.
This record from the Open Molecules 2025 dataset describes the ion C12H16NO2 with charge -1 in a non-equilibrium geometry. The level of theory is wB97M-V/def2-TZVPD.

Properties
LUMO energy (spin up / spin down) in eV: 3.5348 / 3.5290
Multiplicity: 1
Charge: -1
Energy above the lowest of the compared OMol25 structures with the same formula, charge and spin in eV: 0.000
Frontier orbital gap (spin up / spin down) in eV: 5.61 / 5.57

Each line ends with the Mulliken charge.
Positions of all 31 atoms, in Å:
C  -1.911  0.927  3.350  -0.39
C  -1.022  -0.106  3.472  -0.48
C  -2.403  1.258  2.088  -0.47
C  -0.620  -0.799  2.321  -0.92
C  -2.084  0.481  0.991  -0.39
C  -1.109  -0.470  1.044  0.87
C  0.078  -0.608  -2.149  -1.27
C  -0.504  -1.175  -0.022  0.62
C  1.155  0.446  -1.642  1.60
C  0.181  -2.501  0.115  -1.81
C  2.517  0.389  -2.485  -1.63
C  0.512  1.880  -1.670  -1.49
N  1.551  -0.009  -0.309  -0.18
O  1.874  0.887  0.594  -0.67
O  -0.950  -0.826  -1.268  -0.36
H  -1.971  1.690  4.208  0.19
H  -0.539  -0.275  4.430  0.30
H  -2.995  2.158  2.127  0.34
H  0.108  -1.546  2.403  0.35
H  -2.451  0.715  0.046  0.54
H  -0.422  -0.048  -3.056  0.40
H  0.675  -1.413  -2.431  0.43
H  -0.159  -3.203  -0.671  0.38
H  -0.296  -3.092  0.960  0.51
H  1.249  -2.436  0.232  0.35
H  2.255  0.623  -3.553  0.32
H  2.821  -0.606  -2.367  0.51
H  3.362  1.071  -1.919  0.31
H  0.146  2.096  -0.701  0.36
H  -0.370  1.862  -2.341  0.27
H  1.323  2.632  -1.794  0.40

4.
This record from the Open Molecules 2025 dataset describes a cluster of 2 separate species, C2H5BrO3S in total in a non-equilibrium geometry. The level of theory is wB97M-V/def2-TZVPD.

Properties
LUMO energy in eV: -0.2304
Multiplicity: 1
Charge: 0
Energy above the lowest of the compared OMol25 structures with the same formula, charge and spin in eV: 0.759
Frontier orbital gap in eV: 9.93

Each line ends with the Mulliken charge.
Positions of all 12 atoms, in Å:
C  1.197  0.810  -0.948  -1.05
C  0.933  -0.096  0.122  0.19
O  -1.151  -1.044  1.472  -0.44
O  -2.577  -1.256  -0.614  -0.48
O  0.887  0.030  1.294  -0.50
S  -1.558  -0.507  -0.004  0.63
Br  -2.471  1.333  0.894  -0.12
H  0.621  1.782  -0.875  0.28
H  0.933  0.386  -1.942  0.30
H  2.266  1.059  -0.848  0.34
H  1.127  -1.196  -0.162  0.42
H  -0.206  -1.301  1.611  0.43

5.
This record from the Open Molecules 2025 dataset describes a cluster of 2 separate species, C7H14NO3PS in total in a non-equilibrium geometry. The level of theory is wB97M-V/def2-TZVPD.

Properties
LUMO energy in eV: -1.0135
Multiplicity: 1
Charge: 0
Energy above the lowest of the compared OMol25 structures with the same formula, charge and spin in eV: 3.461
Frontier orbital gap in eV: 8.51

Each line ends with the Mulliken charge.
Positions of all 27 atoms, in Å:
C  2.362  -1.409  -0.288  0.04
C  -0.480  -3.080  1.501  -0.97
C  -2.674  1.286  -1.415  -1.13
C  2.867  2.124  -0.551  -0.64
C  -1.205  -1.883  0.880  -0.48
C  -1.663  1.977  -0.460  -0.19
C  1.506  0.329  1.029  0.10
N  2.957  -2.096  -0.987  -0.58
O  0.618  0.334  -1.684  -0.68
O  -0.385  -1.317  -0.114  -0.33
O  -0.878  1.093  0.285  -0.34
P  0.271  0.072  -0.303  0.76
S  2.702  1.413  1.107  0.06
H  0.553  -2.847  1.898  0.23
H  -0.996  -3.321  2.469  0.35
H  -0.386  -3.945  0.902  0.32
H  -2.042  0.533  -2.052  0.27
H  -3.353  0.713  -0.878  0.32
H  -3.084  2.047  -2.011  0.42
H  3.535  1.279  -1.053  0.31
H  3.489  2.978  -0.362  0.42
H  1.876  2.198  -0.844  0.10
H  -1.638  -1.239  1.603  0.38
H  -2.109  -2.125  0.395  0.41
H  -2.180  2.667  0.274  0.32
H  -1.166  2.536  -1.262  0.27
H  1.506  -0.319  1.922  0.28

no.,molar mass (g mol⁻¹)
1,118.18
2,918.52
3,206.27
4,189.03
5,223.23